79
Properties=species:S:1:pos:R:3:forces:R:3:lowdin_charge:R:1 method="wB97M-V/def2-TZVPD" relative_energy_kcal_mol=0.8 multiplicity=2 max_force_ha_per_bohr=0.005 total_charge=0
Co -0.2196 0.1889 0.0094 -0.2 -0.1 -0.1 0.2966
F -0.5974 -5.4979 -3.5331 0.0 0.0 0.0 0.1196
C -0.5821 -4.6669 -2.4871 0.0 0.0 0.0 -0.1494
C -0.3415 -3.3198 -2.6626 0.0 0.0 0.0 -0.1596
F -0.1288 -2.8233 -3.8948 0.0 0.0 0.0 0.1036
C -0.3465 -2.4875 -1.5629 0.0 0.0 0.0 -0.2311
F -0.1249 -1.1580 -1.7844 0.0 0.0 0.0 0.0237
C -0.5729 -2.9045 -0.2609 0.0 0.0 0.0 -0.5205
S -0.5561 -1.8019 1.0809 0.1 0.0 0.1 0.7776
C -0.8074 -4.2769 -0.1236 0.0 0.0 0.0 -0.2343
F -1.0348 -4.7887 1.0859 0.0 0.0 0.0 0.0955
C -0.8154 -5.1391 -1.2040 0.0 0.0 0.0 -0.1406
F -1.0484 -6.4396 -1.0242 0.0 0.0 0.0 0.1266
C 4.4236 4.1362 -2.4654 0.0 0.0 0.0 -0.0351
C 3.5870 5.1490 -1.7350 0.0 0.0 0.0 -0.2070
C 4.0566 6.4341 -1.4906 0.0 0.0 0.0 -0.0408
C 3.2934 7.3652 -0.8017 0.0 0.0 0.0 -0.0797
C 2.0236 7.0243 -0.3631 0.0 0.0 0.0 -0.0800
C 1.5241 5.7570 -0.6186 0.0 0.0 0.0 -0.0355
C 2.3054 4.8180 -1.2839 0.0 0.0 0.0 -0.2048
N 1.8074 3.5196 -1.5577 -0.1 0.0 0.0 0.1481
C 1.1698 2.6791 -0.6812 0.0 0.0 0.1 -0.3397
N 1.2962 2.9786 0.6257 0.1 -0.1 0.0 0.1545
C 0.6039 2.4129 1.7343 0.0 0.1 -0.1 -0.1921
C -0.1257 1.2283 1.6193 0.1 0.0 0.0 -0.1773
C -0.8155 0.8375 2.7740 -0.1 -0.1 0.1 -0.1528
C -0.7523 1.5412 3.9640 0.1 0.1 0.0 -0.0897
C 0.0278 2.6880 4.0443 0.0 -0.1 -0.1 -0.0629
C 0.7109 3.1450 2.9294 0.0 0.0 0.1 -0.2236
C 1.5417 4.4001 3.0164 0.0 0.0 0.0 -0.0475
N 0.5123 1.6340 -1.0958 0.0 0.2 0.0 0.0625
C 0.4106 1.4500 -2.5104 0.0 0.0 0.0 -0.2646
C -0.7254 1.8818 -3.1830 0.0 0.0 0.0 -0.0168
C -0.8636 1.6535 -4.5437 0.0 0.0 0.0 -0.0754
C 0.1429 0.9963 -5.2345 0.0 0.0 0.0 -0.0829
C 1.2796 0.5695 -4.5611 0.0 0.0 0.0 -0.0420
C 1.4337 0.7825 -3.1953 0.0 0.0 0.0 -0.2373
C 2.6450 0.2824 -2.4570 0.0 0.0 0.0 -0.0204
H 5.4237 4.5239 -2.6494 0.0 0.0 0.0 0.0788
H 3.9884 3.8736 -3.4335 0.0 0.0 0.0 0.0869
H 4.5097 3.2127 -1.8903 0.0 0.0 0.0 0.0762
H 5.0477 6.7018 -1.8363 0.0 0.0 0.0 0.1120
H 3.6881 8.3545 -0.6133 0.0 0.0 0.0 0.1042
H 1.4115 7.7458 0.1617 0.0 0.0 0.0 0.1060
H 0.5206 5.4914 -0.3095 0.0 0.0 0.0 0.1217
H 1.8321 3.2030 -2.5148 0.0 0.0 0.0 0.1368
H 1.8884 3.7657 0.8298 0.0 0.0 0.0 0.1027
H -1.4343 -0.0525 2.7491 0.0 0.0 0.0 0.0480
H -1.3018 1.1916 4.8289 0.0 0.0 0.0 0.0997
H 0.1019 3.2393 4.9741 0.0 0.0 0.0 0.1048
H 1.4947 4.8113 4.0231 0.0 0.0 0.0 0.0778
H 1.1936 5.1786 2.3311 0.0 0.0 0.0 0.0710
H 2.5976 4.2136 2.7937 0.0 0.0 0.0 0.0879
H -1.5029 2.3873 -2.6239 0.0 0.0 0.0 0.1122
H -1.7601 1.9747 -5.0568 0.0 0.0 0.0 0.1090
H 0.0425 0.8098 -6.2959 0.0 0.0 0.0 0.1047
H 2.0597 0.0458 -5.1014 0.0 0.0 0.0 0.1119
H 3.2997 -0.2763 -3.1243 0.0 0.0 0.0 0.0830
H 2.3582 -0.3677 -1.6280 0.0 0.0 0.0 0.0777
H 3.2218 1.1035 -2.0244 0.0 0.0 0.0 0.0662
O -2.6539 -1.1829 -4.2477 0.0 0.0 0.0 -0.0291
C -3.4286 -2.1921 -3.6297 0.0 0.0 0.0 -0.2581
N -4.7554 -1.7012 -3.4032 0.0 0.0 0.0 0.1061
C -5.2009 -0.6070 -2.7082 0.0 -0.1 0.0 -0.4123
O -6.3640 -0.2700 -2.8376 0.0 0.0 0.0 0.0620
C -4.3152 0.1861 -1.7816 0.0 0.1 0.0 -0.0746
C -4.8735 1.3559 -1.2731 0.0 0.0 0.0 0.0108
C -4.1318 2.1542 -0.4236 0.0 0.0 0.0 -0.0269
C -2.8434 1.7641 -0.1021 0.0 0.0 0.0 -0.1041
N -2.2974 0.6450 -0.5738 0.0 0.0 0.0 0.0477
C -3.0207 -0.1241 -1.3860 0.0 0.0 0.0 -0.0461
H -1.7415 -1.4844 -4.3435 0.0 0.0 0.0 0.0678
H -2.9755 -2.5252 -2.6914 0.0 0.0 0.0 0.1063
H -3.5246 -3.0708 -4.2724 0.0 0.0 0.0 0.1357
H -5.4650 -2.0128 -4.0484 0.0 0.0 0.0 0.1454
H -5.8843 1.6103 -1.5593 0.0 0.0 0.0 0.1229
H -4.5421 3.0653 -0.0113 0.0 0.0 0.0 0.1095
H -2.2167 2.3514 0.5587 0.0 0.0 0.0 0.1108
H -2.5209 -1.0143 -1.7238 0.0 0.0 0.0 0.0826